Molecular formula: C3H2FO2Ru
Method: DFT, wB97M-V/def2-TZVPD

Structure (XYZ):
```
9
Properties=species:S:1:pos:R:3:forces:R:3
F -1.2125 1.5647 -0.1304 2.207 -0.332 0.277
O 0.0935 -1.2667 -0.4742 1.906 0.712 -0.708
O -2.0403 -1.2288 0.4265 2.578 1.725 -0.902
C 0.8285 0.0434 -0.4963 -3.377 -0.617 -1.117
C -0.2580 0.6315 0.3805 -3.063 1.365 0.236
C -1.0037 -0.6809 0.1730 -1.717 -2.227 2.179
H 0.7854 0.4534 -1.5170 0.762 -0.046 -0.067
H -0.0102 0.9272 1.4065 -0.088 -0.077 -0.184
Ru 2.8172 -0.4438 0.2314 0.792 -0.503 0.287
```
Positions in Å, forces in eV/Å.

HOMO-LUMO gap (spin up / spin down): 7.9115 / 6.2587 eV
HOMO energy (spin up / spin down): -13.13 / -15.61 eV
LUMO (spin up / spin down): -0.192 / -0.343 Ha
multiplicity: 7
relative energy (zero: lowest compared OMol25 entry of this formula, charge and spin): 35.5 kcal per mole
DFT total energy: -460.129825 Eh
expectation value of S²: 12.006
total charge: +1

natural (NBO) analysis output, partial charges in e:
1. F -0.306
2. O -0.425
3. O -0.389
4. C -0.368
5. C 0.052
6. C 0.748
7. H 0.274
8. H 0.231
9. Ru 1.183